1.
C5H9N | ωB97M-V with the def2-TZVPD basis set

The geometry in ORCA input format:
```
! RIJCOSX wB97M-V def2-TZVPD def2/J DEFGRID3
* xyz 0 1
C -0.65 -2.82 -0.34
C -0.06 -1.51 0.22
C -0.20 -0.31 -0.35
C 0.59 0.83 0.08
C 0.49 2.12 -0.32
N 0.61 3.23 0.50
H 0.17 -3.52 -0.14
H -1.51 -3.15 0.26
H -0.84 -2.80 -1.42
H 0.68 -1.62 1.02
H -0.86 -0.20 -1.21
H 1.24 0.71 0.94
H -0.23 2.13 -1.15
H -0.15 3.88 0.43
H 0.73 3.04 1.48
*
```

gap between HOMO and LUMO	8.53	eV
energy above the lowest of the compared OMol25 structures with the same formula, charge and spin	41.3	kcal/mol
SMILES	C/C=C/C=C/N

***

2.
C44H66O33 | ωB97M-V with the def2-TZVPD basis set

The geometry in ORCA input format:
```
! RIJCOSX wB97M-V def2-TZVPD def2/J DEFGRID3
* xyz 0 1
C -1.54 -2.96 -5.53
C -1.39 -1.44 -5.38
C -0.05 -0.84 -5.54
O -0.12 -0.29 -6.85
C -1.40 0.06 -7.07
O -1.74 0.79 -7.99
O -2.21 -0.68 -6.30
H -2.56 -3.27 -5.32
H -0.88 -3.27 -4.71
H -1.11 -3.40 -6.42
H -1.84 -1.08 -4.46
H 0.72 -1.61 -5.53
H 0.22 -0.06 -4.83
C -4.05 4.83 -4.31
C -3.49 3.48 -4.89
C -2.42 3.72 -5.98
O -1.31 2.99 -5.51
C -1.43 2.73 -4.21
O -0.59 2.23 -3.52
O -2.69 2.95 -3.83
H -4.80 5.15 -5.04
H -3.24 5.54 -4.16
H -4.54 4.55 -3.38
H -4.17 2.87 -5.48
H -2.00 4.70 -6.23
H -2.68 3.35 -6.98
C -6.29 1.55 -2.34
C -5.01 0.70 -2.13
C -5.24 -0.44 -1.13
O -5.01 -1.62 -1.89
C -4.83 -1.32 -3.19
O -4.72 -2.10 -4.09
O -4.89 0.03 -3.41
H -6.18 2.39 -3.02
H -6.60 1.92 -1.36
H -7.13 0.98 -2.73
H -4.12 1.22 -1.78
H -6.14 -0.48 -0.52
H -4.39 -0.43 -0.44
C -1.92 -2.76 3.50
C -1.21 -3.90 4.25
C -2.16 -4.75 5.02
O -1.54 -6.07 4.85
C -0.87 -6.06 3.70
O -0.53 -7.09 3.16
O -0.67 -4.81 3.29
H -2.28 -2.02 4.23
H -2.74 -3.16 2.91
H -1.17 -2.21 2.93
H -0.36 -3.49 4.80
H -3.14 -4.74 4.55
H -2.19 -4.48 6.07
C -2.43 -4.39 -0.46
C -3.42 -5.55 -0.08
C -2.73 -6.85 0.34
O -3.35 -7.20 1.58
C -4.17 -6.16 1.97
O -4.76 -6.00 2.99
O -4.17 -5.19 1.02
H -1.45 -4.84 -0.61
H -2.31 -3.52 0.18
H -2.83 -4.07 -1.42
H -4.03 -5.86 -0.93
H -1.67 -6.65 0.54
H -2.90 -7.71 -0.31
C 7.71 1.28 -1.20
C 6.16 1.35 -0.78
C 5.28 1.55 -2.04
O 4.18 0.79 -1.67
C 4.55 -0.20 -0.85
O 3.82 -1.02 -0.39
O 5.87 -0.04 -0.51
H 8.03 2.26 -1.56
H 7.74 0.52 -1.97
H 8.41 1.01 -0.41
H 5.85 2.01 0.02
H 5.73 1.13 -2.94
H 5.07 2.60 -2.21
C -1.41 1.38 5.46
C -2.41 1.81 4.41
C -1.65 2.39 3.24
O -2.31 1.76 2.14
C -3.10 0.72 2.58
O -3.70 0.04 1.81
O -2.97 0.56 3.91
H -0.69 0.76 4.92
H -1.77 0.64 6.16
H -0.91 2.24 5.91
H -3.33 2.32 4.70
H -0.59 2.16 3.23
H -1.88 3.45 3.12
C -0.91 -0.83 -1.15
C 0.48 -0.40 -0.51
C 0.75 1.06 -0.40
O 0.77 1.29 1.05
C 0.68 0.09 1.64
O 0.54 -0.06 2.82
O 0.59 -0.92 0.75
H -1.01 -1.92 -1.12
H -0.64 -0.57 -2.17
H -1.76 -0.40 -0.62
H 1.25 -0.72 -1.22
H 0.01 1.76 -0.78
H 1.72 1.37 -0.79
C 2.13 0.90 5.93
C 1.96 -0.57 5.86
C 2.70 -1.36 7.00
O 1.64 -2.29 7.40
C 0.42 -1.74 7.12
O -0.60 -2.17 7.57
O 0.60 -0.71 6.31
H 1.63 1.23 5.02
H 3.19 1.17 5.97
H 1.68 1.35 6.81
H 2.05 -0.96 4.85
H 3.12 -0.84 7.85
H 3.53 -1.79 6.44
C 3.79 0.87 2.93
C 4.89 1.87 3.26
C 5.76 1.41 4.48
O 7.09 1.51 4.13
C 7.18 1.81 2.83
O 8.23 1.76 2.24
O 5.98 1.88 2.26
H 4.07 -0.19 3.01
H 3.64 0.86 1.85
H 2.89 1.02 3.52
H 4.52 2.89 3.31
H 5.61 0.38 4.80
H 5.45 2.07 5.30
C 2.38 2.98 -5.18
C 2.38 4.26 -4.38
C 2.24 4.02 -2.89
O 3.17 4.91 -2.30
C 4.01 5.32 -3.24
O 5.08 5.81 -2.93
O 3.63 5.02 -4.45
H 3.18 2.37 -4.72
H 2.88 3.16 -6.13
H 1.51 2.35 -5.03
H 1.65 4.91 -4.87
H 2.16 2.99 -2.55
H 1.28 4.44 -2.55
*
```

gap between HOMO and LUMO	10.21	eV
energy above the lowest of the compared OMol25 structures with the same formula, charge and spin	114.9	kcal/mol
SMILES	C[C@H]1COC(=O)O1.C[C@H]1COC(=O)O1.C[C@H]1COC(=O)O1.C[C@H]1COC(=O)O1.C[C@H]1COC(=O)O1.C[C@H]1COC(=O)O1.C[C@H]1COC(=O)O1.C[C@H]1COC(=O)O1.C[C@H]1COC(=O)O1.C[C@H]1COC(=O)O1.C[C@H]1COC(=O)O1

***

no.,energy (Eh)
1,-250.6012
2,-4199.1843